(1)
Computed, not measured: the molecule C3H3N3S2, with ωB97M-V/def2-TZVPD.

```
11
C3H3N3S2 (ωB97M-V/def2-TZVPD)
S -2.9409 -0.7741 -0.0028
S 1.7657 -1.9279 -0.0025
N 0.6544 1.8010 -0.0039
N -0.3492 -0.1571 -0.0015
N 1.5491 0.7865 -0.0019
C -0.4819 1.2193 0.0025
C 1.0286 -0.4533 -0.0001
C -1.3708 -1.1037 0.0041
H 2.5306 0.9927 0.0089
H -1.4220 1.7309 -0.0068
H -0.9636 -2.1144 0.0040
```

Its energy relative to the best compared isomer or geometry (same formula, charge and spin) is 0.3 kJ/mol. The multiplicity is 1. As for the total energy: -29299.75546 eV. For the max |F|, the calculation gives 0.96 eV/A. As for the charge: 0. The calculation puts the lowest unoccupied orbital energy at -0.977 eV.

=====

(2)
Computed, not measured: a structure of composition ILi, with ωB97M-V/def2-TZVPD.

```
2
ILi (ωB97M-V/def2-TZVPD)
I 0.5900 -1.0634 0.1018
Li -0.5900 1.0634 -0.1018
```

Its energy relative to the best compared isomer or geometry (same formula, charge and spin) is 0.6 kJ/mol. The multiplicity is 1. As for the total energy: -8306.98145 eV. For the max |F|, the calculation gives 0.25 eV/A. As for the charge: 0. The calculation puts the lowest unoccupied orbital energy at -1.059 eV.

=====

(3)
Computed, not measured: a structure of composition C18H21ClN2O8OsP2S2, with ωB97M-V/def2-TZVPD.

```
55
C18H21ClN2O8OsP2S2 (ωB97M-V/def2-TZVPD)
Os -0.0911 -0.5371 0.2862
Cl 1.5233 -1.9368 -0.3606
S 2.0856 1.0177 0.7913
S 3.9477 1.3750 -1.4310
P -1.7130 -2.0106 2.7739
P -0.9742 0.7904 3.1499
O -2.8259 -2.4783 1.7145
O -0.8028 1.2032 1.7161
O -2.3498 -0.5964 4.9221
O -1.3578 2.0555 4.0185
O 0.3692 0.3002 3.8327
O -0.4317 -1.6295 2.0093
O -2.1260 -0.4205 -0.0430
O -1.5407 -2.9962 3.8584
N 1.3987 0.8658 -1.7920
N 0.1278 0.6027 -1.3628
C -3.6205 0.1344 2.9913
C -4.3879 2.0574 -2.3909
C 4.1453 -0.3701 -3.5997
C 3.3064 -2.6083 -3.9248
C -0.3458 1.6263 -3.5048
C -0.8038 1.0772 -2.1817
C 5.4190 -0.8208 -3.9336
C -2.3084 -0.4162 3.5245
C 4.5745 -3.0440 -4.2783
C -2.1991 1.1237 -1.8751
C -2.7940 0.3407 -0.8396
C 3.0914 -1.2798 -3.5935
C 5.6309 -2.1460 -4.2802
C -4.9841 1.2026 -1.4499
C 3.9268 1.0730 -3.2497
C -4.2064 0.3674 -0.7006
C 2.3225 1.0169 -0.9136
C -3.0400 1.9978 -2.6053
H 4.7437 -4.0801 -4.5407
H -0.0073 2.6589 -3.4051
H -1.1438 1.5731 -4.2376
H -4.9941 2.7636 -2.9402
H 6.6252 -2.4765 -4.5505
H 2.4767 -3.3027 -3.9035
H 0.4993 1.0438 -3.8583
H -0.9417 2.8601 3.6793
H -2.0170 -1.4919 5.1130
H 6.2511 -0.1267 -3.9216
H -3.1138 -3.3712 1.9510
H -2.6086 2.6776 -3.3249
H -4.4100 -0.6116 3.0628
H -6.0565 1.2205 -1.3084
H -3.4906 0.4311 1.9518
H -3.8938 1.0085 3.5822
H -4.6332 -0.3019 0.0342
H 0.6701 -0.5652 3.5099
H 4.7395 1.6964 -3.6187
H 2.1021 -0.9533 -3.3114
H 2.9671 1.4438 -3.5990
```

Its energy relative to the best compared isomer or geometry (same formula, charge and spin) is 201.0 kJ/mol. The multiplicity is 1. As for the total energy: -93610.00574 eV. For the max |F|, the calculation gives 3.92 eV/A. As for the charge: 0. The calculation puts the lowest unoccupied orbital energy (alpha / beta) at -2.282 / -2.285 eV.

=====

(4)
Computed, not measured: a structure of composition C26H28N4SbSe4Zr, with ωB97M-V/def2-TZVPD.

```
64
C26H28N4SbSe4Zr (ωB97M-V/def2-TZVPD)
Sb 1.0075 -2.0942 -4.0460
Zr 0.4228 -0.4419 -1.2473
Se -0.6001 -1.9703 -5.7255
Se 2.0201 1.5235 -1.8799
Se -0.6286 -2.5891 -1.8599
Se 0.7073 0.6645 -3.6872
N 2.3638 -1.6079 -0.3604
N -0.1318 0.0329 0.9888
N 6.1754 -3.8891 2.6447
N -1.6617 0.7088 -1.0392
C 5.3801 -3.4153 1.9624
C -1.1915 3.4974 -1.5901
C 0.8657 -1.5150 2.6191
C 2.7179 -0.7418 3.9676
C -0.1357 -2.5863 2.2839
C 3.3927 -3.5776 0.5275
C -1.9888 2.6099 -2.5116
C 3.3408 -0.8784 0.2074
C -1.2587 0.5441 1.2795
C 1.5772 2.1721 1.8219
C 2.4087 -2.9403 -0.2016
C -3.2089 2.3445 -4.5766
C -3.4040 1.6740 0.3866
C 2.6394 0.5131 3.3846
C -2.1253 0.9679 0.1094
C -2.3046 1.2753 -2.2142
C -3.5317 1.0456 -4.2351
C -2.4580 3.1239 -3.7126
C 0.8265 -0.2461 2.0379
C -3.0932 0.4772 -3.0403
C -1.7459 0.7662 2.6662
C 4.3518 -1.4284 0.9639
C 1.8372 -1.7413 3.5917
C 4.3702 -2.8057 1.1381
C 1.6867 0.7924 2.4106
C -3.5271 -0.9226 -2.7031
H -0.4370 2.9591 -1.0239
H -0.6662 4.2582 -2.1657
H 3.3892 -4.6548 0.6233
H -1.8484 4.0235 -0.8905
H 2.5021 2.7246 1.9752
H -3.5476 2.7564 -5.5191
H -1.0166 0.4466 3.4028
H -2.6758 0.2093 2.8106
H -4.0258 1.0735 1.0537
H -2.2193 4.1489 -3.9728
H 3.3231 1.2965 3.6938
H -3.0603 -1.6428 -3.3764
H -0.9899 -2.5394 2.9668
H -0.5167 -2.5120 1.2677
H -4.1373 0.4421 -4.9023
H 0.3113 -3.5743 2.3983
H 3.4643 -0.9407 4.7285
H 3.3053 0.1837 0.0346
H 1.6150 -3.4897 -0.6787
H -4.6094 -1.0047 -2.8203
H -1.9828 1.8207 2.8231
H 1.3712 2.1604 0.7530
H 1.8919 -2.7172 4.0632
H -3.2041 2.6214 0.8934
H -3.2696 -1.2147 -1.6894
H 5.1039 -0.7946 1.4111
H -3.9475 1.8760 -0.5308
H 0.7807 2.7418 2.3098
```

Its energy relative to the best compared isomer or geometry (same formula, charge and spin) is 34.3 kJ/mol. The multiplicity is 1. As for the total energy: -302579.35413 eV. For the max |F|, the calculation gives 0.72 eV/A. As for the charge: +1. The calculation puts the lowest unoccupied orbital energy at -4.556 eV.

=====

(5)
Computed, not measured: a structure of composition C5H6O, with ωB97M-V/def2-TZVPD.

```
12
C5H6O (ωB97M-V/def2-TZVPD)
O 2.3740 -0.6783 0.1457
C -0.0122 -1.0514 -0.0417
C -1.2422 -0.1922 0.0627
C 0.9694 1.2462 -0.0354
C -0.2538 1.7324 -0.0887
C 1.2685 -0.2128 0.0448
H -1.9793 -0.3572 -0.7287
H 0.0441 -1.8070 0.7494
H 0.0294 -1.5914 -0.9939
H -1.7275 -0.2200 1.0420
H -1.2943 1.2116 -0.1059
H 1.8240 1.9201 -0.0503
```

Its energy relative to the best compared isomer or geometry (same formula, charge and spin) is 375.3 kJ/mol. The multiplicity is 1. As for the total energy: -7325.39477 eV. For the max |F|, the calculation gives 0.33 eV/A. As for the charge: 0. The calculation puts the lowest unoccupied orbital energy at 0.552 eV.

=====

(6)
Computed, not measured: a structure of composition C41H42IrNO10S, with ωB97M-V/def2-TZVPD.

```
96
C41H42IrNO10S (ωB97M-V/def2-TZVPD)
Ir -1.3111 0.6220 0.3513
S -3.2279 1.4956 -2.2874
O -3.2065 0.4454 -1.1954
O 2.4119 -2.3862 0.5739
O -8.6925 -1.0201 2.3579
O -0.8672 2.8224 1.2659
O -0.4598 0.2235 -1.3391
O -7.6937 -2.9082 2.0521
O -1.7681 -1.4412 1.1167
O 0.9409 0.7714 0.9016
O 2.6905 -1.5756 -1.5244
O -2.9167 1.0635 1.5483
N -7.7069 -1.6971 2.1487
C 3.1279 -2.6183 -0.6845
C 1.1652 -0.3299 -5.6854
C -5.2958 -1.7140 1.7338
C -4.8070 2.3111 -2.0913
C -0.3711 -1.3259 -3.6158
C -0.0511 -1.0531 5.3321
C 0.1704 -1.2539 -5.9564
C -4.0726 -1.0416 1.5656
C 4.0052 -0.5792 2.3734
C 0.8498 0.0076 -1.8655
C 3.1357 0.2231 1.6347
C 0.2974 0.2369 4.9571
C 1.4203 -1.4564 0.3958
C -3.5682 0.6116 -3.7978
C 3.7584 2.4988 -1.9309
C -0.6011 -1.7505 -4.9136
C 0.6347 -0.4015 -3.3327
C 2.7052 -3.9792 -1.2013
C 3.5867 1.4368 1.1332
C 1.0225 2.5047 -1.5481
C -4.0120 0.3748 1.6783
C 4.8991 1.8355 1.3480
C 5.7645 1.0292 2.0695
C 1.3977 0.0930 -4.3816
C 3.1074 3.6970 -1.6942
C -5.2057 1.0687 1.9857
C -6.4255 -0.9931 1.9952
C 1.6728 1.2891 -1.7559
C 3.0507 1.3036 -1.9579
C 1.0621 -0.5882 2.8209
C 1.7313 3.6944 -1.5023
C 0.1772 -2.1058 4.4596
C -1.3453 3.3297 2.5271
C -6.3906 0.3996 2.1341
C 1.3782 -1.2540 -1.1305
C 0.8593 0.4653 3.7117
C 5.3129 -0.1799 2.5861
C 0.7301 -1.8783 3.2054
C 4.6121 -2.4842 -0.4669
C -2.9169 -1.8489 1.3416
C 1.6857 -0.1737 1.4743
H -7.3077 0.9234 2.3628
H 4.8512 -1.4824 -0.1189
H -4.7707 2.8447 -1.1435
H 0.1462 1.0627 5.6405
H -1.2281 2.5811 3.3112
H -5.3488 -2.7913 1.6544
H 4.8290 2.4832 -2.0903
H 1.2047 4.6249 -1.3317
H -2.3967 3.5588 2.3947
H 4.9508 -3.2145 0.2667
H 5.9796 -0.8089 3.1615
H 2.1744 0.8210 -4.1962
H 1.1792 1.4646 3.4379
H 5.1305 -2.6739 -1.4069
H 0.9115 -2.7259 2.5572
H -0.7981 4.2376 2.7784
H 1.6209 -4.0568 -1.2733
H 3.1361 -4.1368 -2.1896
H -0.0051 -1.5845 -6.9716
H -2.6684 0.0678 -4.0753
H 6.7857 1.3439 2.2401
H 2.9220 2.0683 0.5588
H -0.4842 -1.2385 6.3060
H -0.9997 -1.6987 -2.8154
H 1.7689 0.0697 -6.4896
H -1.3847 -2.4712 -5.1129
H -5.1550 2.1431 2.0964
H 0.0988 2.7931 1.2812
H -0.0674 -3.1174 4.7565
H -0.0531 2.5268 -1.4270
H -3.8161 1.3381 -4.5719
H -3.0533 -2.9368 1.3962
H 3.6529 -1.5125 2.7918
H 0.4571 -1.8102 0.7573
H 0.6918 -2.0470 -1.4568
H -4.9512 3.0186 -2.9071
H -4.3978 -0.0739 -3.6252
H 5.2410 2.7815 0.9479
H 3.6601 4.6271 -1.6713
H 3.5811 0.3824 -2.1366
H -5.6000 1.5640 -2.0742
H 3.0619 -4.7613 -0.5327
```

Its energy relative to the best compared isomer or geometry (same formula, charge and spin) is 0.0 kJ/mol. The multiplicity is 6. As for the total energy: -78824.02296 eV. The expectation value of S² is 8.769. For the max |F|, the calculation gives 0.58 eV/A. As for the charge: +1. The calculation puts the lowest unoccupied orbital energy (alpha / beta) at -3.018 / -5.439 eV.